Entry 1:
C44H48As3F5N4NaO13S | wB97M-V/def2-TZVPD

LUMO energy (hartree): 0.0694
HOMO (eV): -4.4
Net charge: -1
Molar mass (g/mol): 1215.70
Gap between HOMO and LUMO (eV): 6.25

Last column: Löwdin charge in e.
CARTESIAN COORDINATES (ANGSTROEM)
C  -2.87270  -2.80872  2.12069  -0.52
H  -4.37637  -6.88282  2.86853  0.12
C  2.51703  -3.91427  5.90478  -0.06
As  -0.17168  -1.56113  2.29512  1.40
H  -3.27273  -7.63154  1.65577  0.08
F  -4.90946  5.46946  -3.73788  0.07
H  -5.58158  0.96914  -1.17089  0.07
C  -1.09356  -4.34171  1.44210  -0.27
C  5.77296  5.53905  -0.15585  -0.23
H  5.43128  2.77652  1.75076  0.10
H  4.89180  5.22972  1.71896  0.10
C  -4.44586  1.02816  -1.08426  -0.22
C  6.22290  2.84606  -0.27872  -0.28
C  -3.78759  4.76786  -3.62208  -0.30
N  1.45895  2.00273  0.07102  0.10
C  1.59284  2.39364  -1.14648  -0.13
O  1.02251  0.80201  2.51921  -0.19
H  -3.82005  -2.17422  -1.81217  0.10
H  -4.60447  2.66654  2.54415  0.04
H  0.72575  2.82313  -1.65289  0.10
C  -1.71378  -0.73963  -0.94574  -0.48
C  -1.44136  -2.03905  -4.13265  -0.17
C  5.12731  7.66122  0.88934  -0.10
C  2.72318  2.18757  -1.97305  -0.01
H  2.77003  2.44713  -2.99791  0.09
C  -3.82311  -6.73632  1.87657  -0.06
C  -2.95107  -2.42652  -2.39012  -0.09
C  -4.77014  1.93883  1.75836  -0.21
C  5.64302  3.37129  0.89886  0.01
H  -5.57843  -2.21142  1.16107  0.10
H  -1.39695  -3.08187  -4.49029  0.12
H  -5.54178  -4.06120  0.88340  0.11
F  -2.58633  6.73202  -2.96323  0.10
C  0.89438  -5.23775  -0.73474  -0.32
H  -0.95762  -1.37281  -4.81639  0.11
C  -3.82319  3.39940  -3.96538  -0.66
H  -2.89962  -0.66053  -3.58517  0.08
F  -2.35585  1.48984  -4.20814  0.01
S  -5.27215  2.50635  -4.32219  0.45
C  -2.12543  -5.31664  1.07923  -0.53
C  -1.39266  3.43147  -3.47475  -0.13
C  1.21336  -2.92303  2.60233  -0.30
C  -5.08736  -3.17370  1.41683  -0.02
H  2.93015  -3.14462  6.61493  0.10
H  4.13125  7.30941  1.26497  0.11
H  4.98217  8.58393  0.49195  0.05
C  2.20395  0.77845  1.99182  -0.38
C  1.25070  -3.75358  3.89754  -0.50
C  -0.65682  -1.18085  4.12663  -0.26
O  5.55389  6.92169  -0.21290  -0.10
O  1.04002  -2.00717  -0.43668  0.03
N  6.15771  0.49950  0.23067  0.05
H  0.68863  -4.26942  -1.14606  -0.01
H  0.11313  -0.62054  4.55142  0.00
O  -2.39925  2.73058  0.43565  -0.53
H  -5.30241  3.63088  -1.76081  -0.01
H  4.65138  1.28852  -1.94212  0.11
C  6.20351  4.98135  -1.39898  0.03
H  0.01673  -5.88455  -1.12821  0.05
As  0.70740  -5.24021  1.19475  1.32
H  3.88052  -2.63954  -1.82397  0.10
H  -3.05621  -3.50799  -2.56103  0.12
H  3.16403  -0.46465  3.48275  0.10
H  -4.17727  4.75035  -0.89124  0.05
O  -3.30541  -2.36370  3.17093  0.09
C  3.59347  -1.89484  -1.08367  -0.03
C  3.74840  1.22763  0.07041  -0.14
F  -0.19367  2.80694  -3.50597  0.07
C  1.57354  -3.50508  1.46247  -0.34
N  6.70363  1.43924  -0.37400  0.04
O  2.10511  -3.13557  4.77295  -0.07
H  1.59405  -4.29202  6.38233  0.09
H  -5.31909  -3.41192  2.45344  0.09
C  4.80572  0.64234  0.81477  -0.29
H  6.42141  5.43020  -2.30866  0.09
H  -3.95896  1.10319  -2.07021  0.02
Na  -0.62895  1.35991  0.83360  0.32
H  4.44078  -1.30727  -0.69671  0.08
H  2.88128  -1.18183  -1.46762  0.08
H  -0.74819  -0.10260  -2.38643  0.12
C  2.49350  1.39756  0.68253  -0.14
H  -0.81607  -2.07669  4.73176  0.04
O  -2.14134  -0.64807  0.21287  -0.01
O  -2.28752  -5.88231  0.01192  0.07
H  1.82675  -5.64305  -1.15074  0.03
C  -1.60445  -2.07392  -1.74647  -0.24
H  -4.20032  1.02577  2.10587  0.06
C  -2.63323  5.43094  -3.26821  -0.18
H  -5.82570  1.73048  1.65189  0.03
H  -3.58279  -2.10381  -4.49238  0.12
H  0.19045  -2.11752  -2.72446  0.11
O  -3.66714  -3.18726  1.13076  -0.05
C  6.43931  3.60946  -1.38391  -0.06
C  3.78793  1.55719  -1.33114  -0.01
C  -1.43206  4.79125  -3.09075  -0.15
O  0.64140  -4.77577  4.15056  0.06
H  -1.56900  -0.60614  4.21037  0.03
H  3.26125  -4.74444  5.69355  0.11
O  -2.92207  -5.65754  2.15831  -0.06
C  3.29971  0.15381  2.59340  -0.03
C  1.86772  -2.64106  0.24043  -0.50
N  -0.74568  -1.79108  -2.83833  -0.03
H  -1.21127  -2.78518  -0.96021  0.14
F  -0.33799  5.48908  -2.77313  0.11
H  -5.74613  4.13948  -0.15196  0.04
C  5.45535  4.76374  0.93504  -0.01
C  4.56307  0.01798  2.00673  -0.04
H  -4.43484  -6.54543  0.97255  0.09
C  -1.40919  -3.14339  1.94109  -0.20
O  -1.22631  0.27353  -1.60090  0.12
C  -4.88580  3.91905  -0.79516  -0.19
O  3.18790  -2.62499  0.05174  -0.01
H  6.95086  3.08433  -2.19700  0.12
H  -4.16514  0.16076  -0.49605  0.00
C  -2.55516  2.81435  -3.88200  -0.24
C  -2.85710  -1.70828  -3.77639  -0.14
As  -4.02268  2.45169  0.11030  0.99
H  5.28083  -0.55972  2.55067  0.11
H  5.88221  7.74482  1.67200  0.10



Entry 2:
C44H48BrCl3GeN5O3S3TeTi | wB97M-V/def2-TZVPD

LUMO energy (hartree): -0.1440
HOMO (eV): -10.4
Net charge: +1
Molar mass (g/mol): 1225.44
Energy above the lowest of the compared OMol25 structures with the same formula, charge and spin (kcal per mole): 0.3
Gap between HOMO and LUMO (eV): 6.44

Last column: Löwdin charge in e.
CARTESIAN COORDINATES (ANGSTROEM)
N  1.00707  -2.76859  0.50147  -0.11
H  3.65857  0.74119  -0.53238  0.10
N  -2.50828  -1.87939  -1.66986  -0.15
Br  3.74636  0.47736  -7.35052  0.78
C  0.48787  7.87096  -1.46440  -0.04
H  -3.51694  0.00802  0.06831  0.06
C  1.70569  1.93741  3.18383  -0.29
H  0.66623  -6.72173  -2.10327  0.13
H  0.09897  -2.64799  2.36511  0.09
H  -0.30445  2.34164  3.89829  0.07
H  1.33827  -1.85486  0.81393  0.08
H  -1.58681  6.64311  -0.24207  0.13
H  2.66575  -2.81691  -0.77465  0.09
Cl  -1.36220  1.58051  -1.25583  0.16
C  0.30049  3.85415  0.04673  -0.35
C  4.87521  0.28627  4.49559  -0.04
H  -3.06312  1.32626  1.54534  0.08
C  2.71259  0.64057  1.38200  -0.30
H  -2.84029  5.10091  0.73788  0.09
H  0.36314  8.59357  -0.65643  0.09
C  -2.13518  4.27343  0.77776  -0.11
C  -2.41207  -0.45965  4.90545  -0.06
H  3.02900  -0.84313  -0.14819  0.07
C  -1.29204  -0.79857  1.33931  -0.58
H  -0.33270  -5.55147  -2.94832  0.07
H  2.90611  -5.26352  -0.88456  0.14
H  1.48612  -4.27189  -2.53607  0.09
C  2.74560  1.53794  4.01560  0.00
C  -1.98847  -0.25264  2.54247  -0.18
H  5.74972  0.92013  4.33730  0.09
Ge  -1.56609  -0.41928  -4.51675  0.25
C  2.71430  3.47291  -0.73763  -0.03
O  0.68243  -1.08346  -1.89049  -0.27
C  -4.21099  -0.75404  -0.25181  -0.01
C  1.66209  -1.25144  -2.78318  -0.55
Ti  -0.62971  -1.83994  -0.80843  1.05
C  -1.78614  -0.90934  3.75290  -0.01
H  -0.18076  -5.49106  1.55098  0.07
C  -0.91487  -5.92463  -0.91250  -0.38
H  2.37035  2.77400  -6.12096  0.11
H  -1.79961  -6.39202  -1.34497  0.08
C  2.23313  1.94004  -5.44321  -0.16
H  -0.31289  8.04517  -2.18414  0.09
C  -5.53095  -0.74853  0.15598  -0.05
H  3.03485  -1.32642  -5.06710  0.13
C  0.43054  6.46688  -0.93444  -0.24
N  1.03497  -4.65361  -1.71612  -0.11
C  2.78651  0.70064  -5.74881  -0.67
H  5.18259  -0.74384  4.31703  0.08
H  2.76154  1.90112  5.03709  0.12
N  -0.32604  -0.28710  0.62870  -0.21
C  -6.43617  -1.69207  -0.33287  -0.07
C  3.72429  0.26078  2.25828  0.00
H  -6.75055  -3.35028  -1.66285  0.12
C  -0.59621  -4.48816  1.48493  -0.38
C  2.22832  -3.45222  -0.01084  -0.17
H  1.32257  -3.88599  2.26095  0.13
S  -1.49362  -4.40939  -0.09211  0.99
H  2.93825  -3.54710  0.81755  0.13
C  -3.26915  0.62936  4.84840  -0.06
H  -7.46577  -1.66620  -0.00328  0.11
H  4.58327  0.38075  5.54039  0.08
H  2.42692  5.96516  -1.49693  0.12
C  -3.50260  1.26463  3.63633  -0.06
C  -2.86116  0.83058  2.48729  -0.09
C  1.86852  -0.11835  -3.72251  -0.15
C  1.48012  4.30309  -0.55237  -0.26
Cl  -3.71498  -0.84810  -4.87193  0.02
C  2.61745  -0.34843  -4.87235  -0.05
H  1.43766  8.07156  -1.95652  0.08
C  -4.71190  -2.64845  -1.65835  -0.44
Cl  -0.75864  -0.87200  -6.52508  -0.02
C  -0.82259  4.69670  0.16085  -0.32
C  3.75545  0.69019  3.57847  -0.25
H  1.50358  -5.47529  0.13147  0.11
H  -5.87165  0.00620  0.85259  0.11
H  -1.34117  -4.40627  2.27457  0.09
O  2.32854  -2.25697  -2.83934  0.09
C  1.94573  -4.80711  -0.61161  -0.19
C  0.15422  -5.75442  -1.99770  -0.29
H  -2.58834  3.43671  0.23910  0.03
H  0.73888  1.33825  -2.62932  0.03
C  1.69297  1.45895  1.86703  -0.32
C  -0.72582  5.98952  -0.32757  0.00
C  -3.79745  -1.73073  -1.14434  -0.30
O  -1.66228  -1.97740  0.92652  -0.22
C  0.48849  -3.42877  1.72154  -0.22
H  -2.02806  3.98598  1.82704  0.06
H  2.59292  2.77292  -1.56426  0.07
H  0.45860  3.71745  3.08375  0.07
H  -1.13860  -1.77537  3.80103  0.11
H  -3.76781  0.97488  5.74404  0.11
C  -6.04079  -2.64287  -1.25627  -0.06
H  -0.58285  -6.58762  -0.11421  0.07
H  -2.24000  -0.96702  5.84505  0.11
H  -4.19052  2.09819  3.58320  0.11
C  -2.46437  -2.81414  -2.62426  -1.23
S  -3.94187  -3.65746  -2.85269  1.07
C  1.51458  5.61232  -1.03014  0.00
S  -1.02475  -3.05689  -3.45003  0.68
C  0.64552  2.85972  3.73727  -0.07
C  2.82380  0.22433  -0.05580  -0.05
H  1.92627  0.45203  -0.62602  0.04
H  4.52589  -0.36815  1.88331  0.13
N  1.52979  2.16488  -4.33916  0.10
C  1.34037  1.14511  -3.50623  -0.16
H  0.96852  3.26178  4.69576  0.09
H  3.56221  4.11269  -0.97760  0.09
H  2.96754  2.91674  0.15882  0.06
Te  -0.13696  1.93257  0.88696  1.71



- Among the records above, which one has the highest net charge?
  C44H48BrCl3GeN5O3S3TeTi